[1]
# C4H8N2O

The molecule C4H8N2O (wB97M-V/def2-TZVPD, OMol25).

CARTESIAN COORDINATES (ANGSTROEM)
C: -0.013 -0.632 -1.652
C: -0.282 0.091 -0.360
C: -1.331 -0.153 0.380
N: -2.363 -0.292 1.052
O: -2.279 -1.322 2.006
C: 0.775 1.067 0.125
N: 2.019 0.362 0.427
H: -0.819 -1.323 -1.912
H: 0.921 -1.198 -1.562
H: 0.121 0.088 -2.468
H: -3.164 -1.272 2.391
H: 0.405 1.591 1.012
H: 0.932 1.827 -0.657
H: 2.304 0.501 1.390
H: 2.773 0.666 -0.172

As for the SMILES: CC(=C=NO)CN. Its net charge is 0. Its HOMO-LUMO gap is 0.3653 Ha. The relative energy (zero: lowest compared OMol25 entry of this formula, charge and spin) comes out at 91.3 kcal/mol.


[2]
# C4H8N2O

A structure of composition C4H8N2O (wB97M-V/def2-TZVPD, OMol25).

CARTESIAN COORDINATES (ANGSTROEM)
C: -0.411 -0.812 -1.378
C: -0.589 0.669 -1.477
C: -0.497 0.982 0.032
C: 0.907 -0.043 1.794
N: 0.623 0.230 0.494
N: 0.216 -1.335 -0.396
O: 0.520 -2.394 0.126
H: -0.857 -1.425 -2.265
H: 0.165 1.086 -2.140
H: -1.586 0.835 -1.962
H: -0.361 2.095 0.102
H: -1.428 0.585 0.558
H: 1.227 -1.139 1.892
H: 1.823 0.458 1.952
H: 0.249 0.207 2.668

Its net charge is 0. Its HOMO-LUMO gap (spin up / spin down) is 0.3510 / 0.3510 Ha. The relative energy (zero: lowest compared OMol25 entry of this formula, charge and spin) comes out at 130.0 kcal/mol.


[3]
# C4H8N2O

The molecule C4H8N2O (wB97M-V/def2-TZVPD, OMol25).

CARTESIAN COORDINATES (ANGSTROEM)
C: -1.768 0.115 0.709
N: -0.473 0.732 0.279
C: 0.403 0.033 -0.729
C: 1.572 -0.599 -0.061
O: 2.236 0.364 0.775
C: -0.351 -0.611 -1.715
N: -1.023 -1.095 -2.542
H: -1.570 -0.889 1.089
H: -2.251 0.721 1.481
H: -2.415 0.036 -0.166
H: 0.141 0.916 1.085
H: -0.612 1.625 -0.180
H: 2.235 -0.996 -0.841
H: 1.338 -1.419 0.636
H: 2.539 1.067 0.181

Its net charge is 0. Its HOMO-LUMO gap is 0.2793 Ha. The relative energy (zero: lowest compared OMol25 entry of this formula, charge and spin) comes out at 82.3 kcal/mol.


[4]
# C4H8N2O

The molecule C4H8N2O (wB97M-V/def2-TZVPD, OMol25).

CARTESIAN COORDINATES (ANGSTROEM)
O: 1.251 0.440 -2.799
C: 1.453 0.474 -1.591
C: 0.578 -0.354 -0.647
C: 0.375 0.468 0.600
C: -1.060 0.160 0.893
N: -1.609 -0.681 -0.141
N: -0.750 -0.724 -1.284
H: 2.141 1.008 -0.993
H: 1.077 -1.354 -0.525
H: 0.657 1.400 0.370
H: 0.984 0.014 1.298
H: -1.274 -0.360 1.770
H: -1.628 1.104 0.660
H: -1.552 -1.686 0.173
H: -1.150 -0.034 -1.939

As for the SMILES: O=C[C@H]1CCNN1. Its net charge is 0. Its HOMO-LUMO gap is 0.3613 Ha. The relative energy (zero: lowest compared OMol25 entry of this formula, charge and spin) comes out at 87.2 kcal/mol.


[5]
# C4H8N2O

The molecule C4H8N2O (wB97M-V/def2-TZVPD, OMol25).

CARTESIAN COORDINATES (ANGSTROEM)
N: 2.013 -0.329 -1.020
C: 1.158 -0.729 -0.035
O: 0.787 -1.885 0.087
C: 0.653 0.394 0.864
N: -0.661 0.919 0.482
C: -1.828 0.091 0.721
C: -1.369 0.362 -0.663
H: 2.273 -1.003 -1.723
H: 2.184 0.647 -1.206
H: 0.598 0.002 1.884
H: 1.362 1.230 0.865
H: -1.668 -0.919 1.097
H: -2.689 0.615 1.133
H: -0.934 -0.484 -1.193
H: -1.880 1.088 -1.291

As for the SMILES: NC(=O)CN1CC1. Its net charge is 0. Its HOMO-LUMO gap is 0.3662 Ha. The relative energy (zero: lowest compared OMol25 entry of this formula, charge and spin) comes out at 43.1 kcal/mol.


[6]
# C4H8N2O

The molecule C4H8N2O (wB97M-V/def2-TZVPD, OMol25).

CARTESIAN COORDINATES (ANGSTROEM)
C: -3.173 -0.222 -0.091
C: -1.885 0.155 -0.012
N: -0.771 -0.751 0.249
C: 0.291 -0.048 -0.066
C: 0.625 1.466 0.053
N: 1.533 -0.728 0.182
O: 2.783 -0.232 -0.297
H: -3.630 -1.218 -0.311
H: -4.002 0.510 -0.273
H: -1.569 1.224 -0.115
H: -0.049 1.565 1.037
H: 0.151 1.940 -0.908
H: 1.688 1.775 0.380
H: 1.534 -1.673 -0.277
H: 3.131 -0.023 0.519

As for the SMILES: C=C/N=C(\C)NO. Its net charge is 0. Its HOMO-LUMO gap is 0.3344 Ha. The relative energy (zero: lowest compared OMol25 entry of this formula, charge and spin) comes out at 127.5 kcal/mol.


| no. | largest force on an atom (eV/Å) |
| --- | --- |
| 1 | 0.8 |
| 2 | 4.2 |
| 3 | 1.0 |
| 4 | 4.7 |
| 5 | 0.4 |
| 6 | 4.4 |